1.
The following is a quantum chemistry calculation of a 4-piece molecular cluster, C4H17NO3 overall in a non-equilibrium geometry, from OMol25.

Summary:
- Strongest force on any atom: 5.35 eV Å⁻¹
- Energy above the lowest of the compared OMol25 structures with the same formula, charge and spin: 43.1 kcal per mole
- HOMO energy: -9.8 eV
- SMILES: CCNCC.O.O.O
- LUMO level: 0.750 eV

```
25
Properties=species:S:1:pos:R:3:forces:R:3
C -0.951 0.500 2.447 -0.075 0.809 -0.252
C -1.077 -1.013 2.310 -1.378 0.603 0.711
N -0.329 -1.606 1.205 2.601 0.144 1.446
C 1.194 -1.438 1.592 -1.860 0.330 -5.007
C 2.029 -1.876 0.342 0.454 -2.435 -0.878
H 0.142 0.713 2.401 -1.140 0.744 0.413
H -1.453 0.806 3.399 0.970 -0.291 -0.421
H -1.542 1.100 1.718 0.807 -0.565 -0.121
H -0.824 -1.304 3.361 -0.049 -0.897 -0.894
H -2.144 -1.143 2.120 -0.019 -0.711 0.253
H -0.482 -2.622 1.121 -0.185 0.714 0.210
H 1.305 -0.377 1.610 0.343 0.485 0.970
H 1.465 -2.008 2.425 0.326 -0.400 1.532
H 2.358 -2.959 0.593 -0.669 1.375 -0.988
H 1.510 -1.822 -0.718 0.692 -0.250 2.551
H 3.008 -1.397 0.154 -0.545 0.335 0.638
O 0.256 3.765 -1.991 0.643 0.385 0.585
H 0.784 3.489 -2.750 -0.627 -0.061 -0.002
H -0.671 3.791 -2.229 0.028 -0.337 -0.485
O -0.017 -0.385 -1.546 0.323 -0.096 0.651
H -0.050 -0.260 -0.565 -0.470 -0.852 -0.957
H -0.688 -1.026 -1.834 0.241 0.329 0.794
O -1.033 1.319 -3.116 0.062 0.442 1.023
H -0.707 0.745 -3.782 0.155 -0.564 -1.652
H -0.531 0.886 -2.375 -0.627 0.764 -0.120
```
Positions in Å, forces in eV/Å.

Mulliken atomic charge list, values in e, 2 entries: -1.045 -0.348


2.
The following is a quantum chemistry calculation of a 4-piece molecular cluster, C4H17NO3 overall in a non-equilibrium geometry, from OMol25.

Summary:
- Strongest force on any atom: 3.98 eV Å⁻¹
- Energy above the lowest of the compared OMol25 structures with the same formula, charge and spin: 57.8 kcal per mole
- HOMO energy: -9.4 eV
- SMILES: CC(C)CN.O.O.O
- LUMO level: 0.526 eV

```
25
Properties=species:S:1:pos:R:3:forces:R:3
C -0.735 -2.416 -0.856 -0.974 -1.909 -1.761
C 0.009 -1.082 -0.834 -1.069 0.580 0.756
C 0.937 -0.875 -2.067 1.099 -2.945 0.872
C -1.124 -0.110 -0.313 1.328 1.603 0.189
N -0.916 1.367 -0.586 -1.054 -1.189 -0.785
H -1.239 -2.600 0.062 0.429 -0.370 1.504
H -0.115 -3.285 -1.188 -0.159 0.552 0.797
H -1.697 -2.626 -1.462 1.478 1.421 -0.243
H 0.708 -1.149 0.003 -0.020 -0.168 0.058
H 0.721 -0.174 -2.851 -1.054 -0.308 -0.689
H 2.009 -0.585 -1.864 -1.184 -0.307 0.621
H 0.978 -2.061 -2.261 0.443 2.956 -1.190
H -1.006 0.038 0.765 -0.476 -1.629 0.162
H -2.117 -0.529 -0.591 0.577 0.902 0.157
H -1.460 1.627 -1.400 0.647 0.237 -0.294
H 0.086 1.459 -0.722 -0.229 0.495 -0.499
O 0.004 0.230 3.886 1.433 1.081 3.440
H -0.356 -0.334 3.271 -1.221 -1.552 -2.410
H 0.325 1.015 3.461 -0.053 0.067 -0.687
O -0.702 1.969 2.005 1.182 0.092 1.854
H -0.844 2.587 2.738 -0.362 -0.153 -0.596
H -1.249 2.160 1.264 -0.687 0.515 -1.378
O 2.440 1.895 -0.525 -3.144 -0.310 2.425
H 2.005 1.719 0.397 1.018 0.592 -2.503
H 3.338 1.763 -0.330 2.051 -0.252 0.202
```
Positions in Å, forces in eV/Å.

Mulliken atomic charge list, values in e, 2 entries: -1.707 0.928


3.
The following is a quantum chemistry calculation of a 5-piece molecular cluster, C4H17NO5S overall in a non-equilibrium geometry, from OMol25.

Summary:
- Strongest force on any atom: 5.63 eV Å⁻¹
- Energy above the lowest of the compared OMol25 structures with the same formula, charge and spin: 42.2 kcal per mole
- HOMO energy (alpha / beta): -13.1 / -13.0 eV
- LUMO level (alpha / beta): -3.515 / -9.075 eV
- Multiplicity: 2
- Total charge: +1

```
28
Properties=species:S:1:pos:R:3:forces:R:3
C 1.261 -1.326 1.142 -1.534 -1.208 0.076
C 2.432 -1.079 0.186 0.427 2.784 -1.199
S 2.829 -2.535 -0.795 0.825 0.457 1.261
C 0.068 -0.408 0.696 -1.961 -1.800 0.790
N -1.142 -0.937 0.330 -1.483 -0.369 0.271
C -1.714 -2.289 0.429 3.057 -1.694 -1.682
O 0.148 0.783 0.752 1.496 1.720 -0.099
H 0.882 -2.362 0.944 0.290 0.503 0.647
H 1.500 -1.222 2.260 -0.238 -0.048 -1.788
H 2.144 -0.290 -0.579 -0.105 -1.039 0.551
H 3.280 -0.511 0.634 -0.038 -1.473 -0.023
H 1.841 -2.402 -1.660 -0.695 0.191 -0.487
H -1.973 -0.284 0.261 1.717 0.243 0.285
H -2.751 -2.295 0.086 0.391 0.045 0.007
H -1.027 -3.002 -0.220 -1.730 1.157 0.669
H -1.607 -2.784 1.380 -0.341 0.365 0.780
H -2.939 1.657 1.460 0.725 0.940 2.714
H -2.932 1.956 0.081 -0.244 -0.548 -0.051
O -3.180 1.229 0.683 -0.411 -0.594 -2.754
H 0.980 -0.350 -3.687 0.612 0.767 1.712
H 1.050 0.940 -2.831 0.068 0.208 -0.012
O 1.289 0.009 -2.798 -0.608 -1.049 -1.598
H 1.298 2.691 -0.083 -2.407 0.822 -1.991
H -0.061 2.163 -0.962 2.876 3.480 1.317
O 0.570 3.049 -0.740 0.041 -4.241 -0.204
H -0.399 2.828 1.566 3.056 -1.803 1.736
H -0.727 3.553 0.276 -0.947 -0.871 2.849
O -1.117 3.216 1.190 -2.838 3.054 -3.778
```
Positions in Å, forces in eV/Å.

Mulliken atomic charge list, values in e, 2 entries: -0.551 -0.186


4.
The following is a quantum chemistry calculation of a 3-piece molecular cluster, C4H18N2O2 overall, from OMol25.

Summary:
- Strongest force on any atom: 0.96 eV Å⁻¹
- Energy above the lowest of the compared OMol25 structures with the same formula, charge and spin: 2.2 kcal per mole
- HOMO energy: -18.7 eV
- LUMO level: -6.554 eV
- Total charge: +2

```
26
Properties=species:S:1:pos:R:3:forces:R:3
C -0.322 2.253 -0.782 0.688 0.646 0.018
C 0.042 0.776 -0.760 -0.244 0.023 0.661
C 1.366 0.445 -0.031 -0.020 -0.243 0.402
C 1.142 -0.026 1.406 -0.526 0.303 0.269
N 0.700 -1.467 1.526 -0.568 0.521 -0.575
N 0.114 0.245 -2.161 0.425 -0.517 -0.010
H -1.067 2.562 -0.065 -0.288 -0.326 0.336
H 0.554 2.872 -0.567 -0.037 -0.078 -0.157
H -0.692 2.581 -1.747 -0.139 -0.047 -0.259
H -0.771 0.206 -0.284 0.118 0.118 -0.260
H 1.970 1.338 0.087 0.145 0.166 -0.344
H 1.958 -0.280 -0.597 0.081 -0.005 0.079
H 1.945 0.181 2.103 0.517 -0.371 -0.257
H 0.312 0.524 1.829 -0.305 0.167 -0.039
H 1.449 -2.155 1.559 0.154 0.010 0.150
H 0.081 -1.550 2.336 0.115 -0.201 0.205
H 0.110 -1.677 0.705 0.132 -0.326 0.117
H -0.725 0.474 -2.692 -0.049 0.075 -0.136
H 0.188 -0.781 -2.090 -0.250 -0.081 -0.241
H 0.934 0.575 -2.677 -0.089 0.258 -0.011
H -2.886 -0.104 1.990 0.133 -0.110 0.175
H -2.148 0.989 2.726 0.091 -0.120 0.142
O -2.003 0.128 2.311 -0.117 0.128 -0.380
H -1.493 -2.430 -1.345 0.000 -0.128 -0.018
H -0.231 -3.283 -1.512 0.019 0.006 -0.050
O -0.529 -2.395 -1.267 0.016 0.131 0.183
```
Positions in Å, forces in eV/Å.

Mulliken atomic charge list, values in e, 2 entries: -1.316 0.389


5.
The following is a quantum chemistry calculation of a 5-piece molecular cluster, C4H18N2O5S overall in a non-equilibrium geometry, from OMol25.

Summary:
- Strongest force on any atom: 2.54 eV Å⁻¹
- Energy above the lowest of the compared OMol25 structures with the same formula, charge and spin: 40.3 kcal per mole
- HOMO energy: -9.5 eV
- SMILES: N[C@@H](CS)CNC=O.O.O.O.O
- LUMO level: 0.259 eV

```
30
Properties=species:S:1:pos:R:3:forces:R:3
N -1.863 1.839 0.969 0.603 0.001 0.007
C -0.900 0.900 0.289 -0.883 1.562 1.794
C -0.503 1.428 -1.081 -0.403 -0.881 -1.115
S -1.039 0.303 -2.482 0.820 0.441 0.589
C 0.283 0.720 1.252 1.770 0.943 -0.841
N 0.702 -0.650 1.430 -0.300 0.296 0.392
C 1.733 -1.203 0.777 0.124 0.241 -1.285
O 2.406 -0.581 -0.044 -0.099 0.400 0.448
H -2.299 2.443 0.288 -0.226 -0.028 -0.158
H -1.343 2.469 1.577 -0.076 -0.117 -0.101
H -1.414 -0.042 0.248 -0.155 -0.582 -0.477
H -0.986 2.354 -1.351 -0.131 0.437 0.471
H 0.563 1.573 -1.212 0.068 -0.110 0.196
H 0.090 0.676 -3.101 -0.155 -0.404 -0.525
H 0.318 1.240 2.214 -1.298 -0.335 0.242
H 1.091 1.310 0.800 0.290 -0.704 -0.179
H 0.098 -1.167 2.043 0.265 -0.620 0.002
H 1.928 -2.275 0.885 -0.230 -0.023 0.547
O -1.891 -3.407 0.519 0.059 -0.167 0.620
H -2.589 -2.747 0.599 0.195 -0.085 -0.425
H -1.432 -3.311 -0.317 -0.227 0.309 -0.197
O 2.752 1.080 -2.719 -0.216 0.164 -0.167
H 2.490 0.704 -1.868 0.310 0.078 0.141
H 3.047 1.990 -2.573 -0.097 -0.393 0.181
O 3.503 -2.832 -1.000 0.411 -0.524 0.227
H 3.721 -1.968 -0.619 -0.346 -0.064 -0.401
H 3.082 -2.663 -1.845 0.025 0.250 -0.007
O -4.196 0.480 2.285 -0.038 -0.047 0.103
H -3.625 0.018 1.666 -0.058 -0.015 -0.034
H -3.726 1.317 2.371 -0.004 -0.024 -0.046
```
Positions in Å, forces in eV/Å.

Mulliken atomic charge list, values in e, 2 entries: -0.539 0.825


6.
The following is a quantum chemistry calculation of a 4-piece molecular cluster, C4H18NO3 overall in a non-equilibrium geometry, from OMol25.

Summary:
- Strongest force on any atom: 1.89 eV Å⁻¹
- Energy above the lowest of the compared OMol25 structures with the same formula, charge and spin: 13.5 kcal per mole
- HOMO energy (alpha / beta): -2.5 / -11.4 eV
- LUMO level (alpha / beta): 0.610 / 0.562 eV
- Multiplicity: 2

```
26
Properties=species:S:1:pos:R:3:forces:R:3
C -0.454 0.058 -0.863 0.567 -0.843 -1.589
C -0.098 1.081 0.193 -0.851 -0.026 0.255
C -0.313 0.508 1.601 1.257 0.041 0.128
C 0.062 1.466 2.736 -0.017 0.414 0.456
N 0.785 -0.765 -1.270 0.284 0.705 0.779
H -1.194 -0.678 -0.552 0.026 0.053 0.272
H -0.808 0.444 -1.821 -0.086 0.403 0.246
H 0.932 1.416 0.069 -0.065 0.236 -0.048
H -0.774 1.930 0.036 0.249 0.098 0.108
H -1.331 0.154 1.699 -0.042 -0.123 0.059
H 0.392 -0.325 1.715 -0.420 -0.323 -0.203
H 0.574 2.362 2.379 -0.102 0.061 -0.109
H 0.738 1.030 3.476 0.046 -0.251 -0.235
H -0.790 1.777 3.338 -0.163 0.120 -0.271
H 1.293 -0.479 -2.125 -0.588 0.261 -0.298
H 0.646 -1.793 -1.342 -0.010 0.005 0.142
H 1.458 -0.551 -0.522 0.201 -0.784 0.060
H 2.650 0.189 -4.997 -0.349 0.218 -0.394
H 1.112 0.546 -4.675 0.182 0.104 -0.595
O 1.939 0.182 -4.352 0.115 -0.355 1.155
H -3.919 0.459 2.968 -0.122 0.120 0.095
H -3.308 1.859 3.225 -0.194 -0.076 0.045
O -3.143 1.004 2.818 0.106 -0.016 -0.093
H 1.794 -4.343 -1.518 0.344 0.330 -0.194
H 0.467 -3.979 -0.954 -0.158 0.410 0.090
O 1.290 -3.551 -1.262 -0.212 -0.781 0.140
```
Positions in Å, forces in eV/Å.

Mulliken atomic charge list, values in e, 2 entries: -1.147 -1.090


7.
The following is a quantum chemistry calculation of a 4-piece molecular cluster, C4H18NO3 overall in a non-equilibrium geometry, from OMol25.

Summary:
- Strongest force on any atom: 7.48 eV Å⁻¹
- Energy above the lowest of the compared OMol25 structures with the same formula, charge and spin: 73.4 kcal per mole
- HOMO energy: -14.5 eV
- LUMO level: -3.122 eV
- Total charge: +1

```
26
Properties=species:S:1:pos:R:3:forces:R:3
C -0.851 0.139 -1.896 -2.783 -3.671 0.390
C -0.492 -0.560 -0.596 1.152 -1.063 0.110
C -0.184 -2.102 -0.539 0.163 -1.517 -3.247
C -1.197 -2.878 0.312 5.867 -2.970 3.573
N 0.644 0.205 0.136 0.682 0.588 -3.542
H -1.612 0.887 -1.683 0.191 0.198 -0.322
H -1.310 -0.715 -2.556 0.668 1.898 0.965
H -0.013 0.483 -2.355 2.255 1.273 -1.620
H -1.359 -0.510 0.010 -0.552 0.754 1.078
H -0.229 -2.620 -1.660 0.264 1.645 2.664
H 0.841 -2.273 -0.190 -0.181 -0.010 -0.091
H -1.008 -2.701 1.441 -0.446 -0.007 -1.707
H -2.100 -2.650 0.093 -6.200 2.089 -1.375
H -1.257 -4.035 0.263 0.967 1.808 -0.401
H 0.505 1.211 0.009 -0.770 -0.232 0.287
H 0.554 0.038 1.106 0.703 -0.387 1.255
H 1.709 0.258 -0.299 -2.978 -0.973 1.382
H 2.022 2.558 -0.743 -0.926 3.068 0.397
H 2.936 1.897 -1.846 -0.158 0.541 0.129
O 2.432 1.799 -1.033 1.430 -3.366 -0.763
H -2.945 1.674 1.813 -0.253 0.106 0.145
H -3.261 1.987 0.282 1.957 -1.259 2.176
O -2.576 1.556 0.937 -1.609 1.141 -2.359
H 2.698 0.437 2.882 -3.898 1.700 -3.310
H 1.918 1.777 2.286 0.004 -0.818 0.097
O 1.862 0.804 2.160 4.449 -0.537 4.088
```
Positions in Å, forces in eV/Å.

Mulliken atomic charge list, values in e, 2 entries: -1.448 0.304


8.
The following is a quantum chemistry calculation of a 6-piece molecular cluster, C4H18NO7 overall in a non-equilibrium geometry, from OMol25.

Summary:
- Strongest force on any atom: 4.65 eV Å⁻¹
- Energy above the lowest of the compared OMol25 structures with the same formula, charge and spin: 46.2 kcal per mole
- HOMO energy: -5.2 eV
- LUMO level: 3.092 eV
- Total charge: -1

```
30
Properties=species:S:1:pos:R:3:forces:R:3
O -1.469 -0.611 0.948 1.723 -0.166 0.376
C -0.220 -0.376 0.914 -3.247 0.538 -1.294
N 0.228 0.482 -0.017 -0.052 0.442 -2.396
C 1.658 0.989 -0.282 0.526 -0.259 -1.075
O 1.822 1.473 -1.572 -0.335 -1.503 1.756
C 0.669 -1.061 1.868 1.703 -1.920 1.757
C 1.305 -0.173 2.935 -1.812 1.925 2.478
H -0.393 0.609 -0.934 1.239 -0.250 3.054
H 2.328 0.097 -0.050 -0.415 0.739 -0.184
H 1.882 1.776 0.460 -0.206 -0.152 0.163
H 0.225 -2.027 2.337 0.207 1.930 -0.887
H 1.551 -1.416 1.342 0.029 -0.283 -0.565
H 1.850 0.659 2.524 0.180 0.294 -0.599
H 1.994 -0.573 3.692 -0.204 -0.816 -0.631
H 0.520 0.359 3.630 1.003 -1.009 -1.389
H 0.650 3.891 -1.155 0.788 2.141 4.050
H 1.054 2.873 -1.989 0.054 -1.061 -0.330
O 0.367 3.576 -1.942 -1.158 -0.982 -3.645
H -3.198 0.381 1.127 -1.397 -1.426 0.632
H -4.033 -0.585 2.144 0.415 1.115 -1.403
O -4.103 -0.020 1.328 0.779 0.133 0.767
H -1.965 -2.975 1.492 0.295 -0.640 -0.318
H -3.193 -2.842 0.839 -1.079 0.403 -0.759
O -2.580 -3.550 0.993 0.798 0.423 0.962
H 0.498 0.587 -2.416 1.491 1.032 0.390
H -0.625 1.519 -2.996 0.721 -0.543 0.155
O -0.237 0.623 -3.024 -2.083 -0.189 -1.031
H 1.773 -1.114 -3.724 1.445 0.422 0.805
H 0.436 -1.048 -4.122 -2.009 0.900 0.039
O 1.207 -1.522 -4.350 0.603 -1.237 -0.876
```
Positions in Å, forces in eV/Å.

Mulliken atomic charge list, values in e, 2 entries: -0.693 0.477


9.
The following is a quantum chemistry calculation of a 6-piece molecular cluster, C4H18O6 overall in a non-equilibrium geometry, from OMol25.

Summary:
- Strongest force on any atom: 2.63 eV Å⁻¹
- Energy above the lowest of the compared OMol25 structures with the same formula, charge and spin: 6.7 kcal per mole
- HOMO energy: -9.8 eV
- SMILES: C1CCOC1.O.O.O.O.O
- LUMO level: 0.534 eV

```
28
Properties=species:S:1:pos:R:3:forces:R:3
C -0.667 1.133 -1.369 0.628 -1.133 0.711
C 0.324 0.571 -2.404 0.304 2.548 -0.419
C 0.084 -0.916 -2.394 -0.256 -0.286 -1.547
O -1.176 -1.116 -1.695 1.067 -0.535 -0.943
C -1.789 0.133 -1.396 0.242 -0.074 -0.424
H -1.039 2.114 -1.485 -0.115 1.238 -0.596
H -0.200 1.120 -0.380 0.050 -0.067 -0.049
H 1.340 0.955 -2.138 -0.616 -0.765 -0.325
H 0.071 1.026 -3.402 0.289 -0.598 0.789
H 0.889 -1.511 -1.950 -0.266 0.076 0.371
H 0.062 -1.241 -3.482 -0.467 -0.040 1.260
H -2.160 -0.036 -0.417 -1.033 0.195 0.778
H -2.583 0.422 -2.111 0.287 -0.393 0.195
O 2.578 -1.211 2.007 1.912 -0.397 1.161
H 1.736 -1.333 1.622 -2.092 -0.184 -1.061
H 2.735 -2.084 2.405 0.215 0.522 -0.166
O -2.354 -0.946 1.916 0.617 -0.115 -0.833
H -1.904 -0.105 2.056 -0.001 0.468 0.190
H -2.928 -1.073 2.656 -0.519 -0.120 0.728
O 2.589 1.486 0.947 -0.201 2.433 0.068
H 2.824 0.596 0.817 0.690 -1.956 0.017
H 3.416 2.001 0.942 -0.598 -0.487 0.008
O -0.768 1.640 2.216 -0.598 -1.212 -2.167
H 0.060 1.200 2.010 0.433 -0.038 -0.269
H -0.624 1.989 3.054 0.274 1.085 2.379
O 0.173 -1.755 0.768 -0.127 -0.152 1.429
H -0.024 -1.360 -0.073 -0.529 0.111 -0.828
H -0.664 -1.697 1.280 0.411 -0.124 -0.457
```
Positions in Å, forces in eV/Å.

Mulliken atomic charge list, values in e, 2 entries: -0.133 -0.487